Record 1
Below is 2 unconnected molecules or ions with the total composition C4H3F4IN4 in a non-equilibrium geometry, with properties calculated with wB97M-V/def2-TZVPD.

ΔE to the lowest compared entry with this formula, charge and spin in kcal/mol: 44.7
E_HOMO (alpha / beta) in eV: -9.93 / -9.93
Kohn-Sham gap (alpha / beta) in eV: 7.118 / 7.113
Total energy in eV: -29122.483

The geometry in ORCA input format:
```
! RIJCOSX wB97M-V def2-TZVPD def2/J DEFGRID3
* xyz 0 1
C 0.25613 0.58518 0.33100
C 1.00403 -1.07088 -2.57176
C -0.36288 0.75495 1.59636
C -1.17819 -0.39610 2.10864
N 1.03916 1.54670 -0.22403
N 0.19707 -0.47539 -0.51007
N 1.41197 1.10814 -1.33399
N 1.00863 -0.19000 -1.42997
F -2.31020 1.86547 0.84027
F -0.45124 -1.45704 2.53362
F -1.88297 -0.98500 1.16607
F -1.88793 -0.09891 3.20176
I 0.10483 2.41026 2.71639
H 1.99059 -1.24672 -2.79981
H 0.51807 -1.96808 -2.34579
H 0.54293 -0.38257 -3.27869
*
```

***

Record 2
Below is 2 unconnected molecules or ions with the total composition C4H3F5N4 in a non-equilibrium geometry, with properties calculated with wB97M-V/def2-TZVPD.

ΔE to the lowest compared entry with this formula, charge and spin in kcal/mol: 71.5
E_HOMO (alpha / beta) in eV: -8.39 / -10.89
Kohn-Sham gap (alpha / beta) in eV: 7.595 / 9.505
Total energy in eV: -23737.056

The geometry in ORCA input format:
```
! RIJCOSX wB97M-V def2-TZVPD def2/J DEFGRID3
* xyz 0 1
C -1.86265 0.72479 1.24177
C 0.42214 -0.11465 0.74300
C -1.04838 -0.17193 0.51983
C 1.33142 -1.04854 -0.15356
N -2.53744 1.53399 1.69638
N 0.91123 0.57428 1.71575
N -1.69339 -0.90778 -0.40137
N 0.00807 2.02951 -1.14920
F 0.79098 -1.98934 -0.88797
F 1.96801 -0.24462 -1.03274
F 2.34847 -1.70274 0.54536
F 2.30759 0.58121 1.85005
F 0.06968 1.29042 -2.24875
H -2.68331 -0.97802 -0.57559
H -1.28386 -1.64909 -0.96261
H 0.95143 2.07250 -0.90034
*
```

***

Record 3
Below is C4H3FN2 in the gas phase in a non-equilibrium geometry, with properties calculated with wB97M-V/def2-TZVPD.

ΔE to the lowest compared entry with this formula, charge and spin in kcal/mol: 34.3
E_HOMO in eV: -10.11
Kohn-Sham gap in eV: 10.655
Structure (SMILES): Fc1ccncn1
Total energy in eV: -9892.734

The geometry in ORCA input format:
```
! RIJCOSX wB97M-V def2-TZVPD def2/J DEFGRID3
* xyz 0 1
C 0.36143 -1.04288 0.31598
C -0.98062 -0.58395 0.15062
C -1.09713 0.70267 -0.27015
C 1.28039 0.74387 -0.42644
H -1.83657 -1.17055 0.84644
H -2.04602 1.37507 -0.25491
H 2.24370 1.39910 -0.39855
N 0.03520 1.28199 -0.70963
N 1.52726 -0.42853 0.09623
F 0.51238 -2.27679 0.65042
*
```

***

Q: What is the formula in the first record?
A: C4H3F4IN4